1.
Molecular formula: C22H23N3O3
Method: DFT, the ωB97M-V functional and the def2-TZVPD basis

## Properties
- HOMO energy (Ha) = -0.2968
- total charge = 0
- ΔE to the lowest compared entry with this formula, charge and spin (kcal per mole) = 35.43
- E_tot (Ha) = -1242.1864
- LUMO energy (hartree) = -0.0105

Element x y z (Å)
O -2.206 -2.430 -1.380
C -1.691 -2.237 -0.293
N -0.493 -1.611 -0.183
C 0.422 -1.597 0.938
H -0.066 -1.883 1.866
C 1.589 -2.559 0.644
N 2.284 -2.272 -0.589
C 1.359 -2.138 -1.693
C 0.180 -1.197 -1.403
H -0.543 -1.239 -2.219
H 0.524 -0.167 -1.267
H 1.899 -1.799 -2.577
H 0.951 -3.134 -1.899
C 3.396 -1.341 -0.522
C 3.088 0.091 -0.144
C 2.764 1.031 -1.115
C 2.477 2.339 -0.766
C 2.520 2.728 0.562
C 2.846 1.802 1.538
C 3.129 0.494 1.186
H 3.394 -0.220 1.952
H 2.888 2.099 2.576
H 2.314 3.752 0.836
H 2.228 3.057 -1.533
H 2.747 0.739 -2.156
H 3.876 -1.358 -1.506
H 4.104 -1.755 0.203
H 2.300 -2.541 1.471
H 1.181 -3.574 0.560
H 0.796 -0.575 1.056
C -2.465 -2.552 0.982
C -3.629 -1.550 1.061
N -3.167 -0.214 0.747
C -2.130 0.421 1.408
O -1.611 0.034 2.427
C -1.835 1.636 0.612
C -0.890 2.624 0.793
C -0.840 3.649 -0.147
C -1.709 3.675 -1.227
C -2.664 2.679 -1.407
C -2.712 1.664 -0.476
C -3.590 0.472 -0.390
O -4.504 0.140 -1.095
H -3.344 2.692 -2.244
H -1.644 4.483 -1.940
H -0.113 4.438 -0.033
H -0.216 2.596 1.635
H -4.387 -1.788 0.312
H -4.073 -1.562 2.060
H -2.874 -3.559 0.897
H -1.861 -2.484 1.881



2.
Molecular formula: CH4ClNO3
Method: DFT, the ωB97M-V functional and the def2-TZVPD basis

## Properties
- HOMO energy (Ha) = -0.3677
- total charge = 0
- ΔE to the lowest compared entry with this formula, charge and spin (kcal per mole) = 0.00
- E_tot (Ha) = -781.1494
- LUMO energy (hartree) = 0.0136

Element x y z (Å)
C -1.120 0.416 -0.425
N 1.445 -0.901 0.152
O -1.741 0.054 0.704
O -1.175 -0.182 -1.440
O -0.496 1.565 -0.275
Cl 2.714 0.218 0.578
H 0.818 -0.340 -0.391
H -1.709 -0.905 0.878
H 1.746 -1.615 -0.496
H -0.482 1.690 0.716



3.
Molecular formula: C5H11N3O
Method: DFT, the ωB97M-V functional and the def2-TZVPD basis

## Properties
- HOMO energy (Ha) = -0.3101
- total charge = 0
- ΔE to the lowest compared entry with this formula, charge and spin (kcal per mole) = 28.58
- E_tot (Ha) = -436.6015
- LUMO energy (hartree) = 0.0258

Element x y z (Å)
C -2.410 1.099 0.737
C 1.219 0.261 0.211
C 1.335 -1.146 -0.183
C -1.287 0.367 0.015
N 0.295 -1.764 -0.621
N 2.548 -1.721 0.064
N -1.544 0.348 -1.422
C 0.053 0.913 0.372
O 2.430 0.834 0.545
H 2.276 1.726 0.875
H 0.477 -2.728 -0.889
H -1.195 -0.764 0.255
H 2.740 -2.646 -0.283
H 3.292 -1.152 0.431
H -1.089 1.132 -1.879
H -1.140 -0.506 -1.797
H 0.076 1.893 0.841
H -2.264 1.070 1.815
H -2.448 2.141 0.420
H -3.366 0.643 0.492



4.
Molecular formula: C4H8O
Method: DFT, the ωB97M-V functional and the def2-TZVPD basis

## Properties
- HOMO energy (Ha) = -0.3683
- total charge = 0
- ΔE to the lowest compared entry with this formula, charge and spin (kcal per mole) = 27.59
- E_tot (Ha) = -232.4017
- LUMO energy (hartree) = 0.0431

Element x y z (Å)
C -1.633 0.366 0.198
C -0.668 -0.762 0.419
O -0.015 -1.395 -0.666
C 0.796 -0.593 0.171
C 1.540 0.541 -0.516
H -1.789 0.907 1.142
H -2.608 0.016 -0.147
H -1.234 1.066 -0.537
H -1.035 -1.518 1.134
H 1.396 -1.117 0.906
H 0.875 1.225 -1.040
H 2.131 1.118 0.201
H 2.244 0.146 -1.263



5.
Molecular formula: C49H33FeN12
Method: DFT, the ωB97M-V functional and the def2-TZVPD basis

## Properties
- ⟨S²⟩ = 8.829
- HOMO energy (alpha / beta) (Ha) = -0.2063 / -0.2846
- total charge = 0
- E_tot (Ha) = -3807.7800
- spin multiplicity = 6
- LUMO energy (alpha / beta) (hartree) = -0.0156 / -0.0691

Element x y z (Å)
Fe 0.394 0.224 0.015
C 5.643 1.521 3.785
C 4.727 2.174 4.611
C 3.397 2.320 4.230
C 3.030 1.794 3.008
C 1.719 1.702 2.341
N 0.666 2.283 2.854
C -0.547 1.939 2.389
C -1.794 2.285 3.030
C -2.098 3.223 4.008
C -3.418 3.335 4.408
C -4.411 2.517 3.849
C -4.112 1.565 2.893
C -2.782 1.443 2.478
C -2.090 0.638 1.516
N -3.592 -1.117 0.291
C -3.371 -0.851 -1.155
N -0.828 -0.600 -1.262
C -0.710 -1.483 -2.241
N 0.443 -1.734 -2.862
C 1.571 -1.244 -2.361
N 1.780 -0.601 -1.174
C 3.131 -0.301 -1.080
N 3.781 0.214 -0.028
C 3.183 0.692 1.014
N 1.832 0.988 1.182
C 3.935 1.145 2.192
C 5.257 0.994 2.557
C 3.803 -0.740 -2.275
C 5.133 -0.665 -2.689
C 5.446 -1.197 -3.925
C 4.466 -1.801 -4.734
C 3.149 -1.881 -4.319
C 2.832 -1.335 -3.079
C -1.897 -2.295 -2.608
C -1.720 -3.383 -3.464
C -2.768 -4.247 -3.723
C -4.006 -4.037 -3.124
C -4.197 -2.949 -2.291
C -3.152 -2.073 -2.029
N -0.802 1.027 1.415
H 6.670 1.417 4.112
H 5.056 2.564 5.565
H 2.672 2.818 4.860
H -1.320 3.845 4.431
H -3.692 4.065 5.160
H -5.438 2.638 4.173
H -4.893 0.952 2.466
H 5.957 0.479 1.911
H 5.885 -0.207 -2.059
H 6.468 -1.151 -4.281
H 4.753 -2.214 -5.693
H 2.386 -2.354 -4.924
H -0.743 -3.538 -3.901
H -2.619 -5.093 -4.382
H -4.825 -4.720 -3.317
H -5.164 -2.769 -1.835
C 2.463 -3.553 3.614
C 2.939 -2.965 2.450
C 2.086 -2.266 1.610
C 0.732 -2.124 1.924
C 0.252 -2.730 3.093
C 1.112 -3.435 3.919
N -0.118 -1.371 1.098
N -1.418 -1.647 1.255
C -2.293 -0.611 0.720
C -4.826 -1.042 0.890
C -5.880 -0.576 0.200
C -5.639 0.084 -1.084
C -4.454 0.043 -1.702
C -2.036 -0.289 -0.757
H 3.131 -4.097 4.269
H 3.985 -3.057 2.182
H 2.462 -1.853 0.685
H -0.796 -2.627 3.333
H 0.722 -3.890 4.822
H -4.882 -1.385 1.917
H -6.871 -0.597 0.629
H -6.440 0.678 -1.509
H -4.247 0.605 -2.605
C 0.839 2.640 -4.745
C 0.364 2.632 -3.331
C -0.613 3.348 -2.673
C -0.607 2.886 -1.349
N 0.326 1.939 -1.193
N 0.888 1.808 -2.421
C -1.487 3.402 -0.258
H 0.207 3.290 -5.346
H 0.803 1.634 -5.167
H 1.867 2.999 -4.816
H -1.252 4.114 -3.082
H 1.653 1.166 -2.548
H -1.896 4.364 -0.563
H -0.933 3.542 0.669
H -2.321 2.726 -0.058